(1)
# C14H31F3HgN5O7

C14H31F3HgN5O7 as an isolated structure at a distorted geometry (ωB97M-V/def2-TZVPD, the OMol25 dataset).

Element x y z (Å)
H -1.02 -0.48 -3.70
O 1.45 -0.73 -1.42
C -2.28 3.40 0.44
H -2.21 -1.55 4.86
H -0.50 -1.51 5.36
H -4.16 0.03 -2.89
H -1.01 -4.17 3.22
C -2.30 0.09 -2.08
H 0.52 -4.61 -2.52
H -0.31 -5.97 -0.93
H -2.20 0.81 -4.20
F 2.08 -0.54 -4.32
C 2.57 0.75 2.02
H -0.48 -5.32 0.64
N -3.62 0.00 -2.03
H 2.22 2.71 2.77
Hg -0.03 -0.59 0.30
F 3.97 -0.70 -3.15
H 2.55 3.07 -2.39
C -0.99 -2.16 3.24
H 2.80 0.82 -1.37
N 0.35 -3.72 -2.07
H 1.33 3.41 -0.10
H 1.09 -3.03 -2.17
H -4.14 -0.28 -1.21
F 3.43 1.27 -3.76
C 0.96 3.71 -1.08
C -1.24 -2.05 4.77
C -1.64 0.36 -3.38
C 2.11 0.34 -2.06
H 1.07 3.05 -3.14
H 3.90 2.48 2.59
H -1.53 -3.01 5.19
N -2.63 2.28 2.59
C -0.31 -3.80 -0.91
H -2.35 1.48 3.15
H -1.52 4.17 0.53
O -0.71 -1.19 2.50
C -2.00 2.28 1.40
O 1.46 0.45 1.67
H -1.89 -5.19 -0.56
H -1.05 -3.27 1.69
H 2.96 2.66 1.13
H -3.23 3.88 0.64
C 2.95 2.22 2.12
O -0.59 -2.84 -0.21
H -3.38 2.93 2.76
C 1.52 2.79 -2.18
O -1.59 -0.25 -1.21
H 1.19 4.77 -1.21
O 1.13 1.41 -2.06
N -1.14 -3.32 2.69
H -2.24 3.04 -0.60
H -0.92 1.12 -3.06
C 2.93 0.07 -3.35
C -0.81 -5.17 -0.39
N 3.39 -0.20 2.32
H -0.09 3.52 -0.86
H 4.30 -0.02 2.73
H 3.02 -1.12 2.11
O -1.15 1.41 1.13

Output
Kohn-Sham gap   8.9 eV
Net charge   +1



(2)
# C14H31NO4

A 2-piece molecular cluster, C14H31NO4 overall at a distorted geometry (ωB97M-V/def2-TZVPD, the OMol25 dataset).

Element x y z (Å)
H 2.83 0.90 -3.44
C 4.10 -0.70 -4.07
C 0.33 0.35 0.34
O -5.19 1.56 -1.45
H -2.48 2.69 1.67
H -4.35 -1.96 1.32
H -6.07 0.00 2.66
H 0.32 -2.65 2.07
H 4.56 1.28 -3.35
H 6.43 -2.57 -2.72
H 5.02 1.53 -0.92
H -6.23 -0.53 1.01
H -0.83 0.56 2.99
C -0.87 1.44 2.36
H -0.62 0.06 -0.08
H -3.88 1.54 3.05
O 5.40 -1.22 -3.85
N -4.92 -1.72 2.12
H -3.94 0.01 0.50
H -0.73 2.29 3.03
H 4.79 -2.25 -2.14
H 0.95 0.69 -0.49
H -0.64 -2.28 0.62
H 4.94 -0.07 -0.16
C 1.00 -0.92 0.90
H 0.07 2.42 0.75
H -2.17 1.31 0.65
H 5.85 0.13 -1.66
C 5.41 -2.38 -3.03
C -4.45 0.54 1.31
H -0.80 -1.29 2.02
H 1.45 -1.43 0.05
H -3.07 -0.03 2.86
H 1.22 1.67 1.79
H 1.79 -0.71 1.61
C -4.67 1.99 -0.51
H -3.85 2.71 -0.57
C 3.82 0.49 -3.18
O -5.06 1.72 0.76
C -0.08 -1.86 1.44
C -3.39 0.87 2.35
H 3.34 -1.48 -3.91
C 4.96 0.45 -1.11
C -5.51 -0.40 1.82
O 3.77 0.13 -1.81
H 4.05 -0.38 -5.11
H 5.05 -3.25 -3.59
C -2.23 1.63 1.69
C 0.25 1.52 1.32
H -5.65 -2.41 2.12

Output
SMILES   CCCCCCC[C@@H](CN)OC=O.COCCOC
Kohn-Sham gap   10.2 eV
Energy above the lowest of the compared OMol25 structures with the same formula, charge and spin   192.4 kJ/mol



(3)
# C14H32CuN6O6S

C14H32CuN6O6S as an isolated structure at a distorted geometry (ωB97M-V/def2-TZVPD, the OMol25 dataset).

Element x y z (Å)
H -2.06 3.25 0.93
H 3.09 -0.69 3.17
C -3.63 1.53 -2.01
H 1.53 -3.92 2.48
C -0.50 -2.32 -1.91
O 2.68 -0.53 -3.28
N -0.66 -1.75 1.18
Cu -0.54 0.03 0.51
C 0.50 -3.60 2.32
O -1.80 -2.33 1.27
N -0.72 3.45 2.56
C -1.27 2.14 -1.17
H 0.01 -4.30 1.63
C 2.87 -1.47 2.43
H 1.83 -0.08 -3.16
H 1.35 0.97 5.55
S -1.53 0.95 2.84
O 0.80 2.43 -0.22
H -1.75 3.50 -2.74
C 0.47 -2.23 1.75
H 2.77 -1.13 -2.51
N -2.18 0.15 -0.50
H -0.18 3.79 -1.96
H -0.24 0.43 4.95
H -2.24 4.74 1.92
H 2.42 2.52 4.81
H -2.76 -1.41 0.37
H -2.13 -3.36 -2.21
H -0.03 -3.64 3.28
O -3.20 -0.70 -0.24
C 0.30 4.41 2.17
H -1.68 4.26 -1.15
H -0.19 5.13 1.50
H -4.30 0.67 -1.97
O 2.08 0.89 1.28
C 0.75 0.78 4.66
H 1.13 3.95 1.61
H -4.14 2.41 -1.61
N 0.62 2.03 3.92
C -0.45 2.23 3.12
O -1.68 -2.98 -1.44
C -1.22 3.50 -1.79
H 1.24 0.00 4.06
H -0.69 -1.25 -2.05
C -2.04 3.66 1.95
N -0.26 1.65 -0.44
H 0.27 -2.47 -1.14
N 1.25 -0.12 1.18
C -2.39 1.24 -1.24
H 3.67 -1.42 1.67
H -3.38 1.75 -3.06
H 2.94 -2.44 2.93
H 0.66 4.97 3.04
H 1.41 3.93 4.45
C 1.74 2.95 4.06
H -0.13 -2.76 -2.86
H 2.30 3.05 3.12
C 1.54 -1.28 1.78
H 1.42 1.80 0.39
H -2.80 3.15 2.56

Output
Kohn-Sham gap (alpha / beta)   6.2 / 6.2 eV
2S+1   2
Energy above the lowest of the compared OMol25 structures with the same formula, charge and spin   0.0 kJ/mol
Expectation value of S²   0.754



(4)
# C14H32F6NO18S6V

C14H32F6NO18S6V as an isolated structure at a distorted geometry (ωB97M-V/def2-TZVPD, the OMol25 dataset).

Element x y z (Å)
O 4.53 -1.98 0.55
O -0.63 -2.99 1.78
O -1.54 2.51 1.65
O 3.28 2.78 -4.65
C -0.89 4.97 -5.07
C -0.26 3.62 -5.36
S -2.84 1.29 -1.69
C 5.03 0.43 0.59
H -1.98 4.84 -5.00
O 1.17 3.72 -5.29
C 0.19 -5.15 2.48
O 0.02 0.37 1.99
O 0.86 0.20 -1.55
H 5.77 0.39 1.39
H 1.18 -1.68 2.95
H 0.33 -1.84 4.55
H 4.08 0.53 1.13
F -1.68 -0.98 -2.26
C 0.85 -1.19 3.85
H -0.62 3.27 -6.33
O -3.22 2.41 -2.47
H -0.65 5.69 -5.84
O -3.83 0.53 -0.99
H -3.37 -2.08 -0.28
H 1.60 -3.08 -0.95
H -4.18 -1.59 3.79
F 0.00 4.43 0.21
H 5.99 -1.12 -0.57
O 1.35 1.94 0.19
O -1.66 -0.63 3.32
C 1.53 3.15 -2.77
H 2.42 2.97 -2.18
C -2.13 0.12 -2.89
H 1.30 4.21 -2.83
O 2.77 -3.01 1.79
H -1.87 -4.67 1.92
V 0.32 0.79 -0.17
H 0.63 -5.30 1.50
N -1.56 1.62 -0.71
F -1.14 0.67 -3.58
H -2.82 0.25 4.81
O -0.30 1.11 4.30
F -1.12 4.27 -1.61
H -1.30 -3.96 3.44
C -3.40 -1.80 4.52
C -1.21 4.33 -0.29
H -0.10 -6.13 2.85
H 1.66 -0.70 4.39
H -3.89 -1.88 5.49
F -1.91 5.39 0.05
C -2.36 -0.71 4.58
H -3.32 -3.08 1.25
H 0.64 2.63 -2.44
H 5.12 1.33 -0.01
O -1.09 -3.79 -0.46
S -1.20 -2.65 0.37
C 5.01 -0.84 -0.21
F -3.12 -0.25 -3.70
H -1.68 -0.89 5.42
O -0.53 -1.45 0.01
C 2.68 -3.20 -0.78
S -2.09 2.82 0.36
H 3.21 -2.80 -1.64
H -2.86 -1.35 1.25
O -3.46 3.18 0.29
O 1.27 1.35 -4.68
C -1.00 -4.24 2.43
S 2.98 -2.23 0.64
H -0.61 5.31 -4.08
S -0.27 0.07 3.34
H -0.65 2.90 -4.64
H -2.97 -2.77 4.29
C -2.88 -2.27 0.67
H 4.39 -0.72 -1.11
H 0.93 -4.77 3.19
H 2.88 -4.23 -0.53
S 1.90 2.61 -4.42
O 2.32 -0.98 0.47

Output
Kohn-Sham gap   10.0 eV
Energy above the lowest of the compared OMol25 structures with the same formula, charge and spin   0.0 kJ/mol